Density functional theory data (ωB97M-V/def2-TZVPD) for a molecular structure, C25H21BrHfN2O2 at a distorted geometry.

Properties
E_LUMO, eV: -1.62
2S+1: 1
DFT total energy, hartree: -3847.2588
Maximum force, eV/A: 4.7
Kohn-Sham gap, eV: 4.17

Last column: natural (NBO) charge in e.
Cartesian coordinates (Å):
C (-4.09658, 2.24324, 1.15148)  -0.19
C (-2.98956, 2.91488, 1.74914)  -0.46
C (-1.97602, 3.12453, 0.69642)  -0.62
H (-2.94306, 3.20766, 2.77607)  0.28
C (-2.54648, 2.49692, -0.50432)  -0.29
C (-3.83504, 2.00643, -0.18810)  -0.22
H (-4.51268, 1.43774, -0.82612)  0.27
H (-5.01922, 1.94864, 1.62208)  0.27
H (-1.04436, 3.64065, 0.77712)  0.30
H (-2.12129, 2.46004, -1.49362)  0.26
Hf (-1.57070, 1.15326, 1.36888)  2.14
Br (-0.88662, 0.81227, 3.69225)  -0.32
C (-3.14518, -2.72382, 1.36409)  -0.36
C (-3.98649, -2.14457, 0.37848)  -0.34
C (-4.93844, -1.30913, 1.03510)  -0.37
H (-3.73747, -2.08788, -0.70386)  0.22
C (-4.67963, -1.35976, 2.43786)  -0.35
C (-3.57020, -2.24534, 2.64426)  -0.36
H (-3.04846, -2.37546, 3.59717)  0.20
H (-2.16398, -3.17976, 1.13618)  0.20
H (-5.62506, -0.56796, 0.56148)  0.18
H (-5.14703, -0.69693, 3.18486)  0.19
O (-1.55917, -1.56499, -1.59432)  -0.58
C (-0.53619, -0.91342, -1.28841)  0.78
N (0.75273, -1.02866, -1.75210)  -0.62
C (1.64314, -0.23383, -0.93088)  -0.06
C (0.67687, 0.59603, -0.12643)  0.71
O (0.87715, 1.53809, 0.70829)  -0.67
N (-0.54655, 0.06959, -0.28318)  -0.82
C (2.41513, -1.18775, 0.00295)  -0.04
C (2.28206, -1.17992, 1.39566)  -0.15
C (2.99785, -2.11897, 2.16561)  -0.21
C (3.82915, -3.06040, 1.55055)  -0.20
C (3.91182, -3.09109, 0.15068)  -0.20
C (3.20095, -2.16416, -0.61880)  -0.21
C (2.45992, 0.71666, -1.76581)  0.05
C (3.82325, 0.86601, -1.51302)  -0.23
C (4.53783, 1.77131, -2.28819)  -0.20
C (3.87342, 2.53294, -3.24843)  -0.21
C (2.49113, 2.41767, -3.46713)  -0.20
C (1.75680, 1.50361, -2.69283)  -0.23
H (1.01967, -1.74409, -2.42051)  0.44
H (1.64989, -0.44372, 1.91141)  0.22
H (2.93259, -2.08690, 3.25725)  0.22
H (4.40777, -3.77586, 2.14262)  0.22
H (4.54594, -3.80775, -0.37185)  0.22
H (3.25599, -2.17034, -1.71404)  0.21
H (4.25747, 0.27333, -0.70296)  0.24
H (5.60009, 1.86264, -2.10646)  0.22
H (4.42448, 3.24730, -3.84113)  0.22
H (1.94853, 3.02046, -4.21268)  0.22
H (0.65383, 1.40058, -2.80276)  0.22

Density functional theory data (ωB97M-V/def2-TZVPD) for C7H6N4 in the gas phase at a distorted geometry.

Properties
Energy relative to the best compared isomer or geometry (same formula, charge and spin), kJ/mol: 424.59
E_LUMO, eV: 0.57
2S+1: 1
DFT total energy, hartree: -489.1957
SMILES: c1ccc(-c2nnn[nH]2)cc1
Maximum force, eV/A: 17.9
Kohn-Sham gap, eV: 10.15

Last column: natural (NBO) charge in e.
Cartesian coordinates (Å):
C (2.61589, -0.10958, -0.07099)  -0.23
C (2.00362, -1.21623, 0.13583)  -0.19
C (0.55924, -1.22591, 0.14610)  -0.15
C (-0.14980, -0.11617, -0.03249)  -0.11
C (-1.69330, -0.13251, -0.09108)  0.30
N (-2.43980, -1.09828, -0.58865)  -0.26
N (-3.62938, -0.73786, -0.40287)  -0.07
N (-3.72916, 0.46290, 0.19019)  -0.10
N (-2.48849, 0.86932, 0.39835)  -0.35
C (0.59675, 1.15005, -0.28193)  -0.17
C (2.00965, 1.14470, -0.36059)  -0.13
H (3.61797, -0.21057, 0.01559)  0.21
H (2.56514, -2.28139, 0.45102)  0.23
H (-0.01751, -2.21785, 0.65650)  0.23
H (-2.37412, 1.82311, 0.86301)  0.45
H (0.19067, 1.97052, -0.59519)  0.19
H (2.36262, 1.92575, -0.43283)  0.16

Density functional theory data (ωB97M-V/def2-TZVPD) for C4H6N2O2 in the gas phase at a distorted geometry.

Properties
Energy relative to the best compared isomer or geometry (same formula, charge and spin), kJ/mol: 544.31
E_LUMO, eV: 0.42
2S+1: 1
DFT total energy, hartree: -415.8333
SMILES: C1=N\OCO/N=C\C/1
Maximum force, eV/A: 3.3
Kohn-Sham gap, eV: 10.25

Last column: natural (NBO) charge in e.
Cartesian coordinates (Å):
C (1.69267, -0.12316, -0.22296)  0.10
N (1.14058, -1.25640, -0.43828)  -0.11
O (0.01389, -1.44051, 0.40344)  -0.42
C (-1.12903, -1.04478, -0.16725)  0.18
O (-1.63354, 0.16063, 0.35193)  -0.41
N (-1.12368, 1.19890, -0.47928)  -0.12
C (0.01458, 1.65048, -0.15270)  0.08
C (1.10598, 0.99088, 0.68377)  -0.57
H (2.55254, 0.07916, -0.82560)  0.20
H (-1.87419, -1.77711, 0.25856)  0.18
H (-1.00459, -1.04188, -1.28448)  0.18
H (0.36457, 2.35868, -0.95857)  0.20
H (2.03971, 1.66484, 0.72591)  0.24
H (0.65563, 0.51728, 1.61896)  0.28